105
Properties=species:S:1:pos:R:3:mulliken_charge:R:1 method="wB97M-V/def2-TZVPD" fmax_ev_per_a=3.1 e_lumo_ev=0.2 homo_energy_ev=-7.88 multiplicity=1 homo_lumo_gap_ev=8.1
C 1.78 -4.80 6.43 -0.116
C 1.29 -3.89 7.08 -0.559
C 0.57 -2.80 7.85 -0.332
C -0.79 -2.44 7.18 -0.596
C -1.28 -0.99 7.61 -1.239
C -1.24 -0.13 6.33 0.451
C -2.31 -0.05 5.43 -0.713
C -2.21 0.72 4.24 1.149
C -3.45 0.69 3.31 -0.944
N -3.88 -0.68 2.95 -0.373
C -2.70 -1.54 2.61 -0.500
C -1.04 1.46 3.94 -1.060
C 0.02 1.36 4.86 0.504
C -0.06 0.58 6.02 -0.673
S 1.51 2.32 4.48 -0.418
C 1.49 2.26 2.67 0.400
C 2.69 2.25 1.95 1.049
O 3.87 2.24 2.71 -0.651
C 2.73 2.20 0.53 -1.138
C 4.03 2.15 -0.29 0.732
C 4.43 0.62 -0.41 -1.508
C 5.19 3.03 0.28 -0.917
C 6.36 2.97 -0.79 -0.383
C 7.60 2.14 -0.32 -1.226
C 1.46 2.17 -0.11 0.570
B 1.32 2.09 -1.71 0.539
O 1.27 0.84 -2.33 -0.729
C 1.27 3.42 -2.60 -0.382
C 0.73 4.68 -1.82 -0.880
C 0.24 2.17 0.61 -0.148
C -1.12 2.08 -0.12 -1.332
C -1.39 0.57 -0.53 -0.166
C -2.93 0.27 -0.50 0.189
C -3.28 -0.76 -1.65 -0.789
S -4.15 -2.25 -1.06 -0.216
C -3.00 -3.53 -0.66 0.714
N -1.79 -3.78 -1.12 -0.124
N -1.36 -4.89 -0.48 -0.645
C -2.26 -5.32 0.36 -0.033
O -3.32 -4.47 0.24 -0.322
C 0.23 2.23 2.04 -0.619
N -1.03 2.24 2.73 0.344
H 1.98 -5.53 5.66 0.404
H 1.27 -1.95 7.90 0.236
H 0.36 -3.24 8.85 0.328
H -1.57 -3.18 7.39 0.395
H -0.60 -2.44 6.09 0.286
H -2.30 -1.03 8.04 0.424
H -0.58 -0.53 8.33 0.498
H -3.26 -0.58 5.63 0.365
H -4.30 1.12 3.88 0.367
H -3.32 1.33 2.41 0.147
H -4.24 -1.10 3.80 0.432
H -3.02 -2.36 1.94 0.044
H -2.37 -2.04 3.54 0.284
H -1.88 -0.98 2.13 0.247
H 0.81 0.56 6.70 0.329
H 3.97 3.15 3.03 0.322
H 3.88 2.49 -1.34 0.315
H 3.69 -0.01 0.13 0.383
H 4.33 0.31 -1.47 0.297
H 5.45 0.43 -0.03 0.417
H 4.86 4.07 0.44 0.367
H 5.61 2.56 1.19 0.321
H 5.97 2.55 -1.74 0.256
H 6.71 3.99 -1.05 0.446
H 8.49 2.78 -0.14 0.293
H 7.92 1.41 -1.09 0.295
H 7.42 1.59 0.63 0.358
H 0.62 0.94 -3.04 0.240
H 0.64 3.19 -3.49 0.331
H 2.30 3.67 -2.94 0.249
H 0.03 4.40 -1.01 0.192
H 0.15 5.34 -2.51 0.318
H 1.56 5.22 -1.33 0.279
H -1.97 2.34 0.55 0.557
H -1.19 2.76 -0.99 0.326
H -0.86 -0.14 0.12 0.367
H -1.01 0.45 -1.56 -0.034
H -3.24 -0.22 0.44 -0.282
H -3.51 1.19 -0.67 0.519
H -3.96 -0.28 -2.38 0.247
H -2.38 -1.05 -2.24 0.340
H -2.23 -6.16 1.05 0.388
H -1.39 3.18 2.86 0.221
C -3.94 -2.15 -6.80 -0.704
S -4.64 -2.36 -5.16 0.397
O -4.66 -1.01 -4.51 -0.598
C -3.23 -3.26 -4.48 -0.404
H -4.64 -1.57 -7.40 0.402
H -2.99 -1.62 -6.74 0.060
H -3.79 -3.13 -7.26 0.330
H -2.33 -2.66 -4.57 0.152
H -3.11 -4.20 -5.02 0.495
H -3.43 -3.47 -3.43 -0.149
C 0.59 -1.37 -9.85 -0.980
S 0.09 -2.05 -8.27 0.475
O -1.37 -2.37 -8.36 -0.561
C 0.25 -0.52 -7.34 -0.899
H 0.52 -2.15 -10.60 0.329
H -0.07 -0.55 -10.13 0.303
H 1.62 -1.01 -9.78 0.377
H -0.39 0.25 -7.78 0.351
H 1.29 -0.19 -7.35 0.416
H -0.06 -0.71 -6.31 0.188

=====

110
Properties=species:S:1:pos:R:3:mulliken_charge:R:1 method="wB97M-V/def2-TZVPD" e_above_lowest_kj_mol=358.34 fmax_ev_per_a=4.1 e_lumo_ev=-1.9 homo_energy_ev=-6.60 multiplicity=1 homo_lumo_gap_ev=4.7
Lu 0.10 -0.53 0.82 1.684
C -0.02 1.35 5.25 -1.851
C 0.44 0.96 3.88 0.950
N -0.40 0.52 2.96 0.737
N -1.72 0.54 3.28 -1.278
C -2.65 0.34 2.34 0.497
N -3.93 0.50 2.75 -0.382
S -2.45 0.00 0.69 -0.530
C 1.86 1.06 3.57 0.288
C 2.82 1.02 4.61 -0.871
C 4.18 0.88 4.40 -0.622
C 4.61 0.78 3.08 -0.750
C 3.71 0.95 2.04 -0.468
N 2.39 1.00 2.28 0.196
H -1.02 1.69 5.24 0.459
H 0.63 2.15 5.68 0.477
H -0.07 0.50 5.98 0.285
H -4.13 1.01 3.61 0.233
H -4.64 0.43 2.03 0.208
H 2.48 1.11 5.62 0.456
H 4.77 0.62 5.25 0.407
H 5.64 0.48 2.82 0.447
H 4.06 0.90 1.01 0.620
C -0.64 -6.32 0.71 -1.295
C -0.08 -4.85 0.76 0.481
C 1.35 -4.66 0.25 -1.404
P -1.38 -3.61 0.03 0.140
C -3.05 -4.36 -0.10 0.971
C -4.14 -3.49 -0.80 -1.498
C -3.52 -4.68 1.33 -1.616
C -0.76 -3.55 -1.65 0.519
C -1.06 -4.52 -2.62 -0.427
C -0.18 -4.74 -3.67 0.630
C -0.11 -6.07 -4.38 -1.704
C 0.76 -3.75 -3.99 -1.100
C 0.92 -2.64 -3.15 -0.525
C 0.08 -2.51 -1.99 -0.693
N 0.07 -1.30 -1.31 1.101
C -0.11 -0.15 -2.06 -0.093
C 1.02 0.68 -2.29 1.400
C 2.38 0.36 -1.74 -1.634
C 0.89 1.80 -3.11 -0.682
C -0.24 2.02 -3.87 0.307
C -0.07 3.03 -5.00 -1.654
C -1.41 1.22 -3.58 -0.933
C -1.38 0.18 -2.67 0.783
C -2.71 -0.50 -2.44 -0.953
H 0.20 -6.98 0.85 0.471
H -1.11 -6.52 -0.26 0.207
H -1.36 -6.53 1.51 0.287
H -0.03 -4.55 1.82 0.517
H 1.47 -5.01 -0.77 0.275
H 2.07 -5.14 0.94 0.492
H 1.59 -3.59 0.19 -0.055
H -2.92 -5.30 -0.71 0.481
H -4.18 -2.50 -0.34 0.196
H -5.12 -3.95 -0.61 0.552
H -3.96 -3.35 -1.90 0.189
H -4.38 -4.11 1.58 0.535
H -2.80 -4.29 2.11 0.333
H -3.78 -5.73 1.50 0.267
H -1.97 -5.18 -2.57 0.306
H 0.89 -6.54 -4.34 0.331
H -0.44 -5.96 -5.44 0.346
H -0.79 -6.81 -3.95 0.367
H 1.37 -3.83 -4.87 0.395
H 1.71 -1.89 -3.32 0.307
H 2.72 1.09 -0.99 0.267
H 3.19 0.27 -2.49 0.479
H 2.34 -0.65 -1.31 -0.037
H 1.73 2.49 -3.09 0.264
H 0.52 2.57 -5.84 0.343
H 0.51 3.91 -4.64 0.321
H -0.98 3.35 -5.48 0.404
H -2.32 1.48 -4.15 0.307
H -3.49 0.20 -2.82 0.380
H -3.00 -0.66 -1.41 -0.087
H -2.81 -1.46 -3.01 0.149
F 5.09 -1.76 -2.25 -0.545
Te 5.31 -2.81 -0.52 1.868
F 6.74 -1.54 -0.27 -0.419
F 6.55 -3.86 -1.54 -0.403
F 1.12 -2.10 1.34 -0.830
F 5.93 -3.79 1.02 -0.487
O 1.59 1.01 1.14 0.016
C -1.61 5.05 4.05 -0.624
C -2.19 5.23 2.67 -0.343
O -1.26 5.37 1.57 -0.272
P -0.61 4.02 0.84 0.315
O 0.95 4.23 1.18 -0.235
C 1.78 5.19 0.48 0.058
C 3.03 5.53 1.34 -1.341
O -0.55 4.66 -0.69 -0.262
C -1.63 5.07 -1.53 -0.141
C -1.79 6.59 -1.48 -1.149
H -2.40 5.27 4.75 0.429
H -0.69 5.63 4.25 0.259
H -1.49 3.96 4.26 -0.144
H -2.81 6.17 2.63 0.292
H -2.90 4.38 2.53 0.298
H 1.16 6.05 0.24 0.362
H 2.14 4.69 -0.42 0.148
H 2.73 6.28 2.09 0.349
H 3.80 6.00 0.72 0.403
H 3.39 4.64 1.84 0.190
H -2.59 4.56 -1.31 0.346
H -1.38 4.74 -2.55 0.054
H -1.74 6.93 -0.43 0.221
H -2.82 6.79 -1.83 0.399
H -1.06 7.13 -2.12 0.288

=====

125
Properties=species:S:1:pos:R:3:mulliken_charge:R:1 method="wB97M-V/def2-TZVPD" fmax_ev_per_a=1.2 smiles="O[Si@](CCCCSc1nnco1)(CCCSC(=S)N1CCOCC1)CCC(F)(F)C(F)(F)C(F)(F)C(F)(F)C(F)(F)C(F)(F)C(F)(F)C(F)(F)F.COCCOCCOC.COCCOCCOC" e_lumo_ev=-0.3 homo_energy_ev=-8.36 multiplicity=1 homo_lumo_gap_ev=8.1
O -4.37 3.77 2.11 -0.763
Si -3.31 3.93 0.83 -0.326
C -3.39 2.41 -0.26 -0.710
C -2.78 1.15 0.39 -0.770
C -2.17 0.13 -0.60 -0.834
C -0.64 -0.06 -0.44 0.298
S -0.39 -1.81 0.01 -0.184
C 1.19 -1.90 0.71 0.148
N 1.53 -1.71 1.95 -0.010
N 2.88 -1.97 2.04 -0.347
C 3.25 -2.30 0.84 -0.125
O 2.26 -2.27 -0.05 -0.230
C -1.54 4.24 1.42 0.852
C -1.41 4.51 2.93 -0.994
C -0.30 5.49 3.28 -1.065
S 1.30 5.04 2.51 0.329
C 2.33 4.67 3.95 -0.391
S 2.73 5.84 5.00 -0.232
N 2.87 3.38 4.04 0.123
C 2.06 2.27 3.51 -0.750
C 2.47 1.82 2.12 1.231
O 3.82 1.39 2.08 -0.386
C 4.61 1.90 3.15 -0.609
C 4.26 3.32 3.52 -0.505
C -3.97 5.40 -0.10 -0.076
C -3.83 6.71 0.69 -1.049
C -4.23 7.97 -0.06 0.983
F -4.87 8.81 0.80 -0.336
F -5.11 7.71 -1.05 -0.316
C -3.07 8.86 -0.66 0.319
F -2.62 9.64 0.34 -0.314
F -3.59 9.65 -1.63 -0.305
C -1.78 8.25 -1.29 0.849
F -0.99 9.31 -1.53 -0.329
F -1.13 7.46 -0.40 -0.222
C -1.95 7.49 -2.66 0.128
F -1.62 8.30 -3.67 -0.299
F -3.24 7.14 -2.80 -0.309
C -1.12 6.17 -2.85 0.702
F -1.36 5.32 -1.83 -0.091
F -1.60 5.61 -3.97 -0.345
C 0.44 6.38 -3.02 0.564
F 0.77 6.15 -4.30 -0.301
F 0.76 7.64 -2.71 -0.293
C 1.34 5.46 -2.15 0.650
F 2.60 5.93 -2.28 -0.331
F 0.99 5.55 -0.86 -0.108
C 1.38 3.96 -2.59 0.524
F 2.30 3.76 -3.51 -0.276
F 1.65 3.20 -1.53 -0.202
F 0.20 3.57 -3.09 -0.246
H -4.24 2.98 2.65 0.325
H -4.44 2.21 -0.52 0.441
H -2.88 2.67 -1.20 0.414
H -3.58 0.66 0.95 0.368
H -2.01 1.42 1.12 0.362
H -2.65 -0.83 -0.45 0.416
H -2.38 0.43 -1.63 0.373
H -0.24 0.57 0.37 -0.411
H -0.11 0.16 -1.36 0.417
H 4.25 -2.58 0.53 0.436
H -1.17 5.09 0.84 -0.291
H -0.94 3.36 1.17 0.241
H -1.24 3.56 3.44 0.423
H -2.34 4.94 3.33 0.444
H -0.55 6.48 2.90 0.341
H -0.14 5.56 4.36 0.642
H 1.00 2.53 3.53 0.035
H 2.18 1.43 4.20 0.332
H 2.32 2.63 1.39 -0.035
H 1.84 0.97 1.82 -0.650
H 5.66 1.86 2.82 0.381
H 4.51 1.26 4.03 0.301
H 4.95 3.65 4.30 0.448
H 4.38 3.99 2.65 0.313
H -3.53 5.46 -1.09 0.162
H -5.04 5.20 -0.26 0.590
H -4.53 6.66 1.53 0.513
H -2.84 6.83 1.13 -0.095
C -0.74 -4.24 -7.63 -0.776
O -0.97 -5.04 -6.49 -0.259
C -0.41 -6.33 -6.60 -0.570
C -0.10 -6.91 -5.23 -0.356
O 1.08 -6.38 -4.64 -0.459
C 1.00 -5.08 -4.08 -0.587
C 0.26 -5.01 -2.76 0.120
O -1.14 -5.05 -2.97 -0.300
C -1.84 -5.55 -1.85 -0.619
H -1.22 -4.66 -8.52 0.326
H -1.16 -3.26 -7.43 0.231
H 0.34 -4.14 -7.82 0.330
H 0.51 -6.30 -7.19 0.356
H -1.13 -7.00 -7.10 0.401
H 0.12 -7.97 -5.37 0.397
H -0.96 -6.82 -4.57 0.141
H 0.59 -4.36 -4.79 0.218
H 2.04 -4.80 -3.88 0.393
H 0.52 -4.07 -2.26 0.168
H 0.57 -5.85 -2.13 0.144
H -1.49 -6.56 -1.60 0.316
H -2.89 -5.59 -2.11 0.281
H -1.71 -4.90 -0.97 0.121
C 0.76 -4.88 1.91 -0.484
O 0.74 -6.27 2.16 -0.344
C 1.26 -7.03 1.08 -0.263
C 1.85 -8.33 1.56 -0.591
O 3.12 -8.20 2.18 -0.455
C 3.16 -7.69 3.50 -0.281
C 2.71 -8.66 4.56 -0.604
O 1.30 -8.76 4.60 -0.258
C 0.85 -9.97 5.15 -0.772
H 0.11 -4.63 1.06 0.102
H 0.39 -4.37 2.79 0.342
H 1.78 -4.54 1.70 0.339
H 2.04 -6.46 0.56 0.321
H 0.45 -7.24 0.37 0.242
H 2.02 -8.95 0.68 0.402
H 1.14 -8.86 2.21 0.198
H 2.61 -6.75 3.58 0.102
H 4.22 -7.48 3.68 0.387
H 3.08 -8.32 5.53 0.414
H 3.15 -9.65 4.35 0.348
H 1.24 -10.83 4.59 0.329
H -0.23 -9.97 5.09 0.231
H 1.15 -10.08 6.20 0.323

=====

102
Properties=species:S:1:pos:R:3:mulliken_charge:R:1 method="wB97M-V/def2-TZVPD" e_above_lowest_kj_mol=199.40 fmax_ev_per_a=0.3 charge=+1 e_lumo_ev="-2.3 / -3.1" homo_energy_ev="-9.81 / -9.62" multiplicity=1 homo_lumo_gap_ev="7.5 / 6.5"
Pb -0.26 -1.42 0.88 1.406
C 3.08 -1.60 -0.31 -1.477
N 2.49 -1.94 0.98 1.124
C 2.55 -3.39 1.22 -0.974
C 1.75 -4.15 0.18 0.488
C 2.17 -5.39 -0.28 -1.073
C 1.41 -6.05 -1.23 -0.515
C 0.25 -5.45 -1.71 -1.087
C -0.10 -4.21 -1.20 -0.154
N 0.63 -3.58 -0.28 0.440
C 3.16 -1.17 2.03 -1.406
C 2.40 -0.99 3.32 0.681
C 2.78 0.03 4.18 -0.643
C 2.07 0.22 5.36 -0.431
C 1.01 -0.62 5.63 -0.652
C 0.71 -1.62 4.72 -0.505
N 1.38 -1.81 3.59 -0.107
C 2.53 -0.32 -0.86 0.285
C 3.32 0.52 -1.62 -0.983
C 2.75 1.62 -2.24 -1.021
C 1.39 1.85 -2.08 -1.052
C 0.67 0.97 -1.28 -0.259
N 1.23 -0.08 -0.68 1.688
H 4.18 -1.54 -0.25 0.329
H 2.85 -2.39 -1.03 0.465
H 3.58 -3.76 1.21 0.429
H 2.13 -3.58 2.21 0.457
H 3.09 -5.82 0.09 0.483
H 1.72 -7.01 -1.61 0.428
H -0.37 -5.92 -2.45 0.490
H -0.99 -3.70 -1.54 0.351
H 4.15 -1.59 2.25 0.330
H 3.34 -0.17 1.62 0.336
H 3.61 0.68 3.93 0.481
H 2.35 1.01 6.04 0.485
H 0.42 -0.52 6.54 0.437
H -0.11 -2.30 4.91 0.451
H 4.38 0.30 -1.74 0.549
H 3.35 2.29 -2.85 0.562
H 0.89 2.68 -2.55 0.726
H -0.40 1.07 -1.14 -0.036
C 2.98 5.44 1.48 -1.087
Si 1.79 4.43 2.52 0.149
C 2.64 3.85 4.09 -0.812
C 0.26 5.42 2.92 -1.023
C 1.29 2.91 1.53 -0.255
Te -0.08 1.65 2.59 -0.227
C -1.84 2.22 1.51 0.110
Si -3.43 1.60 2.32 0.190
C -4.83 1.93 1.13 -0.866
C -3.29 -0.24 2.62 -0.465
C -3.67 2.50 3.94 -1.068
H 3.31 6.33 2.02 0.346
H 2.51 5.77 0.55 0.324
H 3.87 4.86 1.22 0.319
H 2.95 4.70 4.70 0.414
H 3.53 3.27 3.86 0.269
H 1.97 3.24 4.69 0.138
H 0.51 6.31 3.50 0.370
H -0.45 4.83 3.51 0.288
H -0.25 5.75 2.01 0.325
H 2.15 2.29 1.25 0.084
H 0.78 3.18 0.61 0.256
H -1.76 1.81 0.50 -0.342
H -1.84 3.31 1.47 0.576
H -4.68 1.40 0.19 0.124
H -4.92 3.00 0.91 0.321
H -5.78 1.60 1.55 0.341
H -3.19 -0.78 1.67 -0.093
H -4.18 -0.62 3.12 0.477
H -2.43 -0.49 3.26 0.172
H -3.71 3.58 3.79 0.320
H -2.85 2.29 4.64 0.300
H -4.60 2.21 4.42 0.323
N -1.73 -0.80 -0.67 -0.490
C -2.78 -1.01 -1.45 -0.489
C -3.29 0.05 -2.28 0.429
C -4.36 -0.14 -3.12 -1.044
C -5.00 -1.38 -3.18 -0.559
C -4.54 -2.43 -2.38 -0.665
C -3.47 -2.26 -1.54 -0.374
H -2.79 1.01 -2.22 0.651
H -4.71 0.68 -3.73 0.439
H -5.84 -1.52 -3.84 0.389
H -5.05 -3.39 -2.42 0.433
H -3.13 -3.07 -0.90 0.432
C -0.47 0.86 -5.14 -0.968
Ge -0.17 -1.08 -5.19 0.354
C -1.86 -1.97 -5.61 -0.736
C 1.22 -1.52 -6.48 -1.166
C 0.37 -1.66 -3.42 -1.255
H -0.87 1.20 -6.09 0.444
H 0.47 1.39 -4.96 0.310
H -1.17 1.11 -4.35 0.163
H -2.28 -1.57 -6.54 0.365
H -2.58 -1.79 -4.81 0.016
H -1.72 -3.04 -5.72 0.354
H 0.94 -1.18 -7.48 0.372
H 1.38 -2.59 -6.52 0.351
H 2.16 -1.04 -6.21 0.345
H -0.36 -1.63 -2.62 0.425
H 1.37 -1.97 -3.14 0.651